Record 1
74
Properties=species:S:1:pos:R:3:forces:R:3:nbo_charge:R:1 method="wB97M-V/def2-TZVPD" lumo_ev=3.865 gap_ev=5.03 total_charge=-2
Bi 1.111 0.385 -1.021 2.7 0.7 -0.3 1.409
C 1.178 -7.028 1.002 -0.1 0.1 -0.1 -0.612
C 0.839 -5.601 0.651 -0.2 0.0 0.0 -0.102
C -0.358 -5.007 1.060 0.2 -0.1 0.0 -0.206
C -0.652 -3.697 0.749 0.1 0.3 -0.2 -0.264
C 0.223 -2.870 -0.009 -0.2 -0.6 0.3 0.185
N -0.043 -1.598 -0.371 -0.9 -0.9 -0.1 -0.733
C -0.862 -0.798 0.363 -1.5 -0.9 0.6 0.163
C -0.830 -0.757 1.778 -1.6 -1.9 0.1 -0.364
C -1.573 0.144 2.514 -3.4 -3.5 0.8 -0.124
C -2.406 1.072 1.893 -2.1 -0.9 -0.6 -0.045
C -3.197 2.083 2.683 -1.1 -0.4 -0.7 -0.616
C -2.461 1.049 0.507 -0.5 -0.2 0.3 -0.189
C -1.724 0.146 -0.246 -0.2 -0.2 0.3 0.111
N -1.887 0.172 -1.659 -0.6 -0.6 0.0 -0.184
C -3.062 0.165 -2.333 0.2 0.1 0.1 -0.031
C -2.755 0.220 -3.672 0.3 0.0 -0.1 -0.334
C -1.348 0.260 -3.709 -0.6 -1.8 -0.9 -0.045
N -0.840 0.232 -2.489 -2.0 -3.2 -0.9 -0.303
C 1.392 -3.512 -0.467 0.0 -0.1 0.1 0.153
C 1.691 -4.825 -0.120 0.0 0.1 -0.1 -0.217
N 2.300 -2.823 -1.316 -0.2 -0.4 -0.1 -0.190
C 2.955 -3.367 -2.364 0.3 0.0 -0.3 -0.043
C 3.903 -2.459 -2.777 -0.2 -0.1 0.0 -0.323
C 3.738 -1.365 -1.917 0.0 -0.2 0.2 -0.007
N 2.762 -1.595 -1.041 0.7 0.1 0.2 -0.307
H 0.732 -7.314 1.956 0.0 0.0 0.0 0.202
H 2.258 -7.166 1.079 0.0 0.0 0.0 0.206
H 0.811 -7.725 0.242 0.0 0.0 0.0 0.199
H -1.073 -5.588 1.636 0.0 0.0 0.0 0.191
H -1.595 -3.272 1.067 0.0 0.0 0.0 0.211
H -0.177 -1.461 2.278 -0.5 -0.1 -0.1 0.252
H -1.495 0.135 3.597 -1.0 -0.9 -0.3 0.223
H -3.196 1.830 3.744 -0.3 0.0 -0.2 0.214
H -4.233 2.128 2.338 -0.1 -0.1 -0.1 0.212
H -2.772 3.085 2.576 -0.8 -0.2 -0.6 0.198
H -3.089 1.766 -0.014 0.1 0.0 0.0 0.217
H -4.007 0.110 -1.820 0.0 0.0 0.1 0.220
H -3.442 0.230 -4.501 0.0 0.0 0.0 0.222
H -0.679 0.328 -4.552 0.0 0.1 0.1 0.260
H 2.631 -5.246 -0.459 0.0 0.0 0.0 0.204
H 2.685 -4.335 -2.749 0.0 0.0 0.1 0.209
H 4.592 -2.532 -3.599 0.0 0.0 0.0 0.232
H 4.297 -0.445 -1.909 -0.1 0.2 0.0 0.270
Se 5.714 1.836 -3.614 0.0 -0.1 0.1 -0.865
Sb 3.493 2.627 -3.005 0.0 0.0 0.1 1.096
Se 3.134 1.856 -0.483 1.7 1.4 -0.1 -0.760
Se 3.187 5.045 -3.042 -0.1 -0.1 0.1 -0.854
Se 1.723 1.435 -4.296 0.3 0.1 0.2 -0.920
N -1.732 3.922 -4.178 -0.3 -0.1 -0.1 -0.814
C -1.126 3.877 -2.940 0.3 0.3 0.7 0.351
C -0.815 2.641 -2.352 -0.1 1.7 -0.1 -0.021
N -0.153 2.579 -1.213 -0.4 0.4 -0.2 -0.471
C 0.167 3.728 -0.608 0.0 0.2 0.1 -0.020
C -0.225 4.931 -1.154 0.1 -0.1 0.1 0.011
N -0.875 5.015 -2.315 -0.2 0.1 -0.3 -0.440
H -1.449 3.164 -4.783 0.1 0.1 0.0 0.389
H -1.643 4.830 -4.606 0.1 0.0 -0.1 0.384
H -1.074 1.704 -2.830 0.3 3.0 0.3 0.239
H 0.757 3.670 0.294 0.1 0.0 0.0 0.226
H 0.023 5.865 -0.667 0.0 0.0 0.0 0.190
O 1.280 0.109 2.426 1.3 0.5 1.3 -0.713
B 0.671 0.642 1.283 0.4 0.8 -0.7 0.640
O -0.290 1.585 1.683 4.1 4.5 -0.1 -0.763
C -0.264 1.616 3.042 1.9 1.5 0.1 0.220
C -1.003 2.386 3.912 1.5 1.2 0.7 -0.246
C -0.751 2.220 5.273 -0.1 0.0 -0.2 -0.233
C 0.206 1.320 5.727 -0.1 -0.2 0.1 -0.235
C 0.954 0.547 4.840 0.0 -0.1 -0.1 -0.284
C 0.698 0.714 3.497 1.0 0.5 -0.2 0.315
H -1.737 3.092 3.548 1.4 0.0 0.8 0.225
H -1.307 2.809 5.992 0.0 0.0 0.0 0.201
H 0.381 1.223 6.791 0.0 0.0 0.0 0.203
H 1.712 -0.145 5.180 0.0 0.0 0.0 0.223

Record 2
64
Properties=species:S:1:pos:R:3:forces:R:3:nbo_charge:R:1 method="wB97M-V/def2-TZVPD" lumo_ev=-0.109 gap_ev=7.37
Bi 0.605 0.445 -0.758 0.0 -0.1 0.2 1.744
C -2.433 0.553 2.377 0.0 -0.1 0.0 -0.633
C -1.689 -0.748 2.398 0.1 -0.1 0.1 0.188
N -1.650 -1.426 3.539 0.1 -0.1 -0.1 -0.402
C -1.033 -2.613 3.576 -0.2 0.3 0.1 0.032
C -0.491 -3.215 2.464 0.1 -0.1 -0.1 -0.100
C 0.226 -4.532 2.575 0.1 0.2 0.0 -0.083
O 1.650 -4.373 2.643 -0.2 -0.1 0.0 -0.715
C -0.527 -2.511 1.249 0.0 0.0 -0.3 -0.088
C -0.003 -3.167 0.028 0.0 -0.2 0.2 0.159
N 0.780 -2.570 -0.756 0.1 0.4 -0.1 -0.474
C 1.371 -3.150 -1.886 0.1 -0.2 0.0 0.172
C 2.501 -3.956 -1.743 0.0 0.0 0.1 -0.252
C 3.193 -4.403 -2.857 0.0 0.0 0.0 -0.189
C 2.772 -4.053 -4.134 0.0 0.0 0.1 -0.221
C 1.640 -3.266 -4.291 0.0 -0.1 0.0 -0.215
C 0.953 -2.820 -3.173 -0.2 0.1 0.0 -0.214
I -0.785 -1.681 -3.422 0.0 0.0 -0.1 0.198
C -1.076 -1.223 1.214 0.1 0.0 -0.1 0.289
O -1.138 -0.467 0.100 0.0 0.0 0.0 -0.875
H -2.812 0.761 3.375 0.0 0.0 0.0 0.233
H -1.785 1.365 2.057 0.1 0.1 0.0 0.229
H -3.266 0.507 1.670 0.1 0.0 0.0 0.218
H -0.982 -3.103 4.546 0.0 0.0 -0.1 0.194
H -0.078 -5.044 3.484 0.0 0.0 0.1 0.192
H -0.028 -5.181 1.736 0.0 -0.1 -0.1 0.164
H 1.887 -3.541 2.224 0.0 0.1 0.0 0.470
H -0.303 -4.207 -0.152 0.1 0.0 0.0 0.177
H 2.828 -4.218 -0.742 0.0 0.0 -0.1 0.227
H 4.071 -5.024 -2.725 0.0 0.0 0.0 0.222
H 3.317 -4.392 -5.005 0.0 0.0 0.0 0.222
H 1.285 -3.009 -5.281 0.0 0.0 0.1 0.229
C -0.041 3.532 1.275 0.1 -0.1 0.0 -0.642
C 0.821 2.445 1.848 0.0 -0.2 0.0 0.120
C 1.421 2.430 3.076 0.1 -0.1 0.1 -0.294
C 2.206 1.239 3.168 -0.1 0.1 0.1 -0.302
C 2.055 0.556 1.996 -0.2 0.1 0.0 0.111
C 2.717 -0.726 1.587 -0.1 0.1 -0.1 -0.643
N 1.187 1.276 1.170 0.1 0.3 0.0 -0.729
H -0.252 4.259 2.060 0.0 0.0 0.0 0.227
H -0.995 3.167 0.894 0.0 0.0 0.0 0.214
H 0.452 4.059 0.453 0.0 0.0 0.0 0.217
H 1.323 3.202 3.829 0.0 -0.1 -0.1 0.214
H 2.814 0.925 4.007 -0.1 0.0 -0.1 0.216
H 3.256 -1.131 2.444 0.0 0.0 0.0 0.234
H 3.447 -0.583 0.781 -0.1 0.0 0.0 0.211
H 2.000 -1.480 1.243 0.0 0.0 0.0 0.199
C -4.220 3.910 -1.706 0.0 -0.1 0.0 -0.215
C -4.012 2.579 -1.279 0.0 0.0 0.0 -0.198
C -2.757 2.038 -1.274 0.1 0.0 0.1 -0.197
C -1.634 2.795 -1.700 0.1 0.1 -0.1 -0.107
C -0.290 2.298 -1.677 -0.4 0.0 0.1 -0.395
C 0.720 3.051 -2.213 0.0 -0.1 0.1 -0.257
C 0.485 4.341 -2.744 0.1 0.0 -0.1 -0.217
C -0.770 4.865 -2.703 -0.1 0.0 0.0 -0.196
C -1.858 4.112 -2.184 0.0 -0.1 0.0 0.022
C -3.168 4.652 -2.155 0.0 0.1 -0.1 -0.200
H -5.217 4.335 -1.678 0.0 0.0 0.0 0.216
H -4.857 1.983 -0.953 0.0 0.0 0.0 0.215
H -2.605 1.019 -0.935 0.0 0.0 0.0 0.238
H 1.746 2.677 -2.209 -0.1 0.1 0.0 0.204
H 1.307 4.906 -3.171 -0.1 0.0 0.1 0.218
H -0.962 5.864 -3.080 0.0 -0.1 0.0 0.213
H -3.320 5.670 -2.502 0.0 -0.1 0.0 0.209

Record 3
82
Properties=species:S:1:pos:R:3:forces:R:3:mulliken_charge:R:1 method="wB97M-V/def2-TZVPD" lumo_ev=1.271 gap_ev=6.27 total_charge=-1
W 0.063 -1.375 0.249 0.0 -0.4 0.0 1.657
Br -0.025 1.948 -5.929 0.0 0.0 0.0 -0.109
C -0.399 1.411 -4.157 0.0 0.0 0.0 0.092
C -1.488 1.946 -3.467 0.0 0.0 0.0 0.376
Br -2.609 3.225 -4.288 0.0 0.0 0.0 -0.193
C -1.759 1.533 -2.159 0.0 0.0 0.0 0.042
Br -3.217 2.166 -1.155 0.0 0.0 0.0 -0.110
C -0.924 0.617 -1.554 0.0 0.0 0.0 0.277
O -1.052 0.151 -0.313 0.0 0.1 0.0 -0.773
C 0.159 0.070 -2.244 0.0 0.0 0.0 -0.188
O 0.848 -0.815 -1.563 0.0 0.0 -0.2 -0.341
C 0.426 0.465 -3.545 0.0 0.0 0.0 -0.309
Br 1.902 -0.341 -4.392 0.0 0.0 0.0 -0.111
O 4.156 -1.932 0.160 0.0 0.0 0.1 -0.753
C 2.961 -2.097 0.088 0.0 0.0 -0.1 -0.019
O 2.084 -1.196 0.539 0.1 -0.1 0.0 -0.214
C 2.279 -3.241 -0.559 0.0 0.0 0.0 -0.194
C 2.882 -4.101 -1.395 0.0 0.0 0.0 -0.267
C 2.078 -4.964 -2.227 0.0 0.0 0.0 -0.673
C 0.737 -4.783 -2.373 0.0 0.1 0.0 -0.619
C 0.125 -3.810 -1.565 0.0 0.0 0.0 -0.641
C 0.821 -3.202 -0.439 0.1 0.1 0.0 2.437
O 0.226 -3.282 0.789 0.0 0.1 0.1 -0.774
N -1.110 -3.330 -1.779 0.0 -0.1 0.1 1.075
O -1.948 -3.789 -2.540 0.0 0.0 0.0 -0.791
O -1.425 -2.270 -1.066 0.1 0.1 0.0 -0.543
N 2.739 -5.961 -3.044 0.0 0.0 0.0 1.029
O 2.058 -6.664 -3.775 0.0 0.0 0.0 -0.665
O 3.953 -6.057 -2.951 0.0 0.0 0.0 -0.651
H 3.956 -4.096 -1.512 0.0 0.0 0.0 0.582
H 0.169 -5.336 -3.107 0.0 0.0 0.0 0.593
N -5.644 -1.748 3.064 0.0 0.0 0.0 -0.536
C -4.389 -1.681 2.508 0.0 0.0 0.0 1.014
C -3.740 -2.828 2.046 0.0 0.0 0.0 -0.983
C -2.474 -2.722 1.524 0.0 0.0 0.0 -0.490
N -1.820 -1.559 1.427 0.0 0.0 0.0 0.209
C -2.434 -0.452 1.883 0.0 0.0 -0.1 -1.070
C -3.696 -0.472 2.423 0.0 0.0 0.0 -0.684
H -6.201 -2.553 2.836 0.0 0.0 0.0 0.227
H -6.161 -0.887 3.119 0.0 0.0 0.0 0.235
H -4.218 -3.797 2.096 0.0 0.0 0.0 0.369
H -1.942 -3.589 1.159 0.0 0.0 0.0 0.467
H -1.905 0.486 1.784 0.0 0.0 0.0 0.790
H -4.140 0.457 2.758 0.0 0.0 0.0 0.454
N -2.637 2.742 3.582 0.0 -0.1 -0.1 0.292
C -3.365 3.835 3.889 0.0 0.0 0.0 -0.196
C -3.274 4.676 2.808 0.0 0.1 0.0 -1.076
C -2.457 3.985 1.890 0.1 0.0 0.0 -0.296
N -2.073 2.813 2.367 -0.2 0.1 0.1 -0.226
H -2.478 1.916 4.138 0.0 0.0 0.0 0.114
H -3.874 3.928 4.834 0.0 0.0 0.0 0.418
H -3.726 5.647 2.696 0.0 0.0 0.0 0.368
H -2.127 4.285 0.909 0.0 0.0 0.0 0.556
Te 0.940 -0.759 2.927 -0.1 0.0 -0.3 0.025
C -0.646 -0.716 4.320 0.0 0.0 0.0 0.171
C -1.026 0.345 5.101 0.0 0.1 0.0 -0.860
C -2.078 0.040 6.010 0.0 0.0 0.0 -0.272
C -2.482 -1.260 5.913 0.0 0.0 0.1 -0.580
S -1.550 -2.106 4.756 0.0 0.0 0.0 -0.165
H -0.538 1.309 5.030 0.0 0.0 0.0 0.563
H -2.510 0.749 6.704 0.0 0.0 0.0 0.444
H -3.263 -1.750 6.473 0.0 0.0 0.0 0.439
C 3.195 4.446 -3.892 0.0 0.0 0.0 -1.456
C 2.336 3.391 -3.218 0.1 0.0 0.0 0.205
N 2.364 3.523 -1.757 0.0 -0.1 0.1 -0.098
C 2.259 2.425 -0.928 0.0 0.0 0.0 -0.195
S 1.160 2.409 0.334 0.0 0.1 0.0 -0.250
N 3.078 1.391 -1.165 0.0 0.0 0.0 0.388
C 4.362 1.454 -1.851 0.0 0.0 0.0 -0.040
C 5.484 0.974 -0.943 0.0 0.0 0.0 -1.338
H 3.127 4.350 -4.977 0.0 0.0 0.0 0.365
H 4.241 4.348 -3.596 0.0 0.0 0.0 0.301
H 2.863 5.450 -3.620 0.0 0.0 0.0 0.310
H 2.672 2.393 -3.490 0.0 0.0 0.0 0.049
H 1.304 3.473 -3.571 0.0 0.0 0.0 0.235
H 1.735 4.236 -1.417 0.0 0.0 0.0 0.397
H 2.920 0.596 -0.556 0.0 0.0 0.0 -0.207
H 4.536 2.489 -2.142 0.0 0.0 0.0 0.213
H 4.326 0.853 -2.765 0.0 0.0 0.0 0.152
H 5.571 1.625 -0.072 0.0 0.0 0.0 0.326
H 6.432 0.990 -1.484 0.0 0.0 0.0 0.421
H 5.297 -0.041 -0.594 0.0 0.0 0.0 0.280